The molecule C5H11NO2. Source: the Open Molecules 2025 dataset; level of theory: ωB97M-V/def2-TZVPD.

Output
Frontier orbital gap (eV): 8.7
M (g/mol): 117.148
Highest occupied orbital energy (eV): -7.81
Total charge: 0

Each line ends with the natural charge from an NBO analysis.
Cartesian coordinates (Å):
C -0.1995 -2.1121 1.0069  -0.683
C -0.7473 -0.8599 0.4059  0.408
O -2.0419 -0.8853 0.0849  -0.671
C -0.1405 0.3662 0.3873  -0.269
C 1.0832 0.6186 1.2360  -0.630
C -0.2019 1.2430 -0.8612  0.241
N 0.7307 0.6966 -1.8425  -0.861
O -1.4708 1.3014 -1.4867  -0.735
H 0.0689 -1.9774 2.0533  0.235
H -0.9396 -2.9045 0.9334  0.235
H 0.7056 -2.3867 0.4664  0.225
H -2.1266 0.1531 -0.0581  0.518
H 1.9801 0.1114 0.8648  0.190
H 1.2999 1.6859 1.2712  0.215
H 0.9220 0.2620 2.2520  0.216
H 0.0245 2.2831 -0.5716  0.149
H 0.9303 1.3747 -2.5707  0.363
H 1.6022 0.4212 -1.4093  0.369
H -1.4794 0.6088 -2.1618  0.484

A structure of composition C5H11NO2. Source: the Open Molecules 2025 dataset; level of theory: ωB97M-V/def2-TZVPD.

Output
Frontier orbital gap (eV): 9.5
M (g/mol): 117.148
Highest occupied orbital energy (eV): -8.61
Total charge: 0

Each line ends with the natural charge from an NBO analysis.
Cartesian coordinates (Å):
C 1.0311 -0.0066 0.6807  -0.059
C -0.1400 0.2471 -0.2433  0.028
C -2.7843 0.4313 0.5218  -0.255
C -0.5306 -0.8999 -1.0982  -0.697
C 2.2209 0.6944 0.0587  0.153
O -1.5035 0.9811 0.7498  -0.667
O 1.2958 -1.3634 0.9445  -0.719
N 3.1927 -0.0035 -0.3360  -0.663
H 2.1582 -1.5556 0.5437  0.495
H 0.7926 0.5126 1.6210  0.221
H -0.7049 1.3624 -0.2096  0.398
H 3.9866 0.5373 -0.6705  0.357
H 2.1437 1.7820 -0.0202  0.173
H -2.8028 -0.6542 0.6782  0.170
H -3.1566 0.6511 -0.4863  0.161
H -3.4596 0.8754 1.2564  0.193
H -0.7378 -1.7931 -0.5046  0.235
H -1.3498 -0.6654 -1.7744  0.224
H 0.3482 -1.1332 -1.7117  0.252

A cluster of 2 separate species, C5H11NO2 in total. Source: the Open Molecules 2025 dataset; level of theory: ωB97M-V/def2-TZVPD.

Output
Frontier orbital gap (eV): 10.1
M (g/mol): 117.148
Highest occupied orbital energy (eV): -9.26
Total charge: 0

Each line ends with the natural charge from an NBO analysis.
Cartesian coordinates (Å):
H 0.6887 -0.0729 -1.5027  0.331
N 0.0487 0.7360 -1.5276  -0.633
C -0.7381 0.8054 -0.5504  0.277
C -1.6869 1.9501 -0.4236  -0.666
C -0.7678 -0.1904 0.6242  0.230
C -1.7689 -1.0580 0.7494  -0.476
O 0.0245 0.1252 1.6939  -0.702
H -2.7060 1.5686 -0.4110  0.229
H -1.5185 2.4679 0.5189  0.233
H -1.5586 2.6375 -1.2541  0.232
H -2.4949 -1.1862 -0.0328  0.206
H -1.8795 -1.6530 1.6396  0.213
H 0.9321 0.3146 1.3976  0.505
C 2.1967 -1.4391 -0.1716  -0.275
O 2.4905 -0.1596 0.3536  -0.740
H 2.5608 -2.1583 0.5571  0.196
H 2.7133 -1.6208 -1.1187  0.182
H 1.0533 -1.5604 -0.1841  0.179
H 2.4105 0.4935 -0.3576  0.479

A cluster of 2 separate species, C5H11NO3S in total. Source: the Open Molecules 2025 dataset; level of theory: ωB97M-V/def2-TZVPD.

Output
Frontier orbital gap (eV): 6.9
M (g/mol): 165.214
Highest occupied orbital energy (eV): -9.95
Total charge: 0

Each line ends with the natural charge from an NBO analysis.
Cartesian coordinates (Å):
C -0.7617 0.9775 0.2251  -0.035
C -1.3839 0.0426 -0.8337  -0.475
C -1.4834 -1.4217 -0.4361  -0.410
C -0.2087 -1.4489 0.5468  -0.421
C 0.4375 -0.0017 0.6094  -0.447
H -1.3118 2.7778 -0.1267  0.355
H 0.0154 2.5451 -0.8605  0.365
H -1.1970 0.9849 1.2324  0.199
H -2.2349 0.6728 -1.2260  0.215
H -0.6597 0.0008 -1.7066  0.227
H -2.4876 -1.3273 0.3800  0.188
H -1.8607 -2.4035 -1.2537  0.272
H 0.5269 -2.1144 0.1589  0.237
H -0.4327 -1.6863 1.7536  0.224
H 0.7737 0.2457 1.6659  0.234
H 3.2647 -0.1399 1.9428  0.439
N -0.4864 2.3410 -0.0072  -0.801
O 3.1323 -0.9737 0.2522  -0.777
O 1.6426 -0.5095 -1.6718  -0.910
O 2.7331 1.3668 -0.2298  -0.919
S 1.9821 0.0718 -0.4149  2.241

The molecule C5H11NO4. Source: the Open Molecules 2025 dataset; level of theory: ωB97M-V/def2-TZVPD.

Output
Frontier orbital gap (eV): 11.1
M (g/mol): 149.146
Highest occupied orbital energy (eV): -10.38
Total charge: 0

Each line ends with the natural charge from an NBO analysis.
Cartesian coordinates (Å):
C -2.0613 0.0926 -1.2914  -0.612
C -1.0108 0.0066 -0.1802  0.278
C -0.5721 -1.4424 -0.0472  -0.651
C -1.4325 0.6214 1.1319  -0.642
O 0.1180 0.8354 -0.5139  -0.407
N 1.2835 0.5554 0.2776  0.330
O 1.8358 1.7971 0.7754  -0.567
O 2.3463 0.0643 -0.6157  -0.417
C 3.4016 -0.5820 -0.0202  0.652
O 4.2547 -1.0507 -0.6737  -0.525
H -1.6295 -0.2565 -2.1948  0.225
H -2.8342 -0.5369 -0.8732  0.216
H -2.3817 1.0817 -1.4349  0.213
H -0.2145 -1.6165 0.9621  0.213
H 0.3255 -1.6276 -0.6961  0.238
H -1.4833 -1.9837 -0.1777  0.215
H -0.7532 0.3200 1.9125  0.232
H -1.6892 1.6092 0.8457  0.221
H -2.3033 0.0856 1.4522  0.201
H 1.5602 2.5328 0.2295  0.471
H 3.2401 -0.5059 1.1322  0.116

The ion C5H11NO4PS2 with charge -1. Source: the Open Molecules 2025 dataset; level of theory: ωB97M-V/def2-TZVPD.

Output
Frontier orbital gap (eV): 7.9
M (g/mol): 244.254
Highest occupied orbital energy (eV): -4.82
Total charge: -1

Each line ends with the natural charge from an NBO analysis.
Cartesian coordinates (Å):
H 2.0015 0.7327 4.2578  0.338
N 1.3470 0.8395 3.4840  -0.844
C 1.9594 0.9102 2.3785  0.803
O 3.1445 0.8468 2.0244  -0.756
O 1.0335 1.0705 1.2190  -0.882
P 0.0420 -0.1452 1.0877  2.020
O -1.0815 -0.2263 2.0201  -1.089
S 1.3217 -1.8569 1.2150  -0.268
S 2.8511 -1.2282 -0.0115  -0.276
C -0.5010 -0.1400 -0.7049  -0.239
C -0.6166 1.2946 -1.1936  -0.421
C -1.1646 1.3477 -2.6151  -0.604
O -1.7695 -0.7395 -0.7734  -0.548
C -1.7831 -2.0973 -0.4076  -0.248
H 3.2384 -0.1981 0.8343  0.243
H 0.2196 -0.7045 -1.3210  0.198
H -1.2840 1.8252 -0.5112  0.210
H 0.3687 1.7615 -1.1385  0.226
H -0.5089 0.8061 -3.2942  0.195
H -1.2510 2.3771 -2.9567  0.197
H -2.1476 0.8831 -2.6422  0.213
H -1.1148 -2.6873 -1.0479  0.159
H -2.8123 -2.4342 -0.5410  0.178
H -1.4927 -2.2375 0.6379  0.196